# 1
C4H6NO | ωB97M-V/def2-TZVPD

Structure (XYZ):
```
12
Properties=species:S:1:pos:R:3:mulliken_charge:R:1
C 0.71 -1.70 0.49 -0.80
C 0.01 -0.64 0.19 0.38
C -1.28 -0.86 -0.67 -0.61
C 0.17 0.81 0.55 -1.39
N -2.30 -0.57 0.13 -0.31
O -2.67 0.64 0.31 -0.41
H 1.61 -1.72 1.05 0.09
H -1.31 -0.25 -1.51 0.44
H -1.33 -1.90 -0.84 0.48
H -0.34 1.00 1.47 0.22
H -0.21 1.35 -0.24 0.42
H 1.18 0.99 0.47 0.50
```

The HOMO-LUMO gap is 0.2261 hartree. The highest occupied orbital energy comes out at -1.82 eV. The value obtained for the LUMO energy is 4.329 eV. The energy above the lowest of the compared OMol25 structures with the same formula, charge and spin comes out at 64.7 kcal/mol. As for the charge: -1. The value obtained for the electronic energy is -285.82260 Eh.



# 2
C4H6NO | ωB97M-V/def2-TZVPD

Structure (XYZ):
```
12
Properties=species:S:1:pos:R:3:mulliken_charge:R:1
C 2.31 0.46 -1.58 -0.51
C 1.71 -0.02 -0.49 -0.34
C 0.35 -0.20 -0.29 0.69
N -0.68 -0.44 0.17 -0.05
C -2.12 -0.17 0.70 -0.20
O -2.04 0.47 1.83 -0.45
H 3.39 0.52 -1.71 0.31
H 1.73 0.51 -2.52 0.27
H 2.28 -0.17 0.55 0.26
H -2.45 -1.17 0.85 0.31
H -2.63 0.35 -0.14 0.33
H -1.84 -0.14 2.63 0.40
```

The HOMO-LUMO gap is 0.3880 hartree. The highest occupied orbital energy comes out at -15.71 eV. The value obtained for the LUMO energy is -5.152 eV. As for the SMILES: C=CC#[N+]CO. The energy above the lowest of the compared OMol25 structures with the same formula, charge and spin comes out at 38.0 kcal/mol. As for the charge: +1. The value obtained for the electronic energy is -285.66164 Eh.



# 3
C4H6NO | ωB97M-V/def2-TZVPD

Structure (XYZ):
```
12
Properties=species:S:1:pos:R:3:mulliken_charge:R:1
C 0.02 0.04 0.96 0.79
C -1.52 -1.62 -1.83 -0.46
C 0.25 -0.36 -0.38 -0.61
C -0.68 -1.06 -1.08 0.27
N 1.10 1.52 1.44 -0.66
O -0.72 -0.24 1.80 -0.27
H -1.81 -2.59 -2.23 0.35
H -1.87 -0.82 -2.53 0.24
H 1.25 -0.44 -0.88 0.32
H 2.07 1.31 1.53 0.34
H 0.88 1.92 2.37 0.34
H 1.02 2.35 0.84 0.35
```

The HOMO-LUMO gap is 0.3801 hartree. The highest occupied orbital energy comes out at -14.99 eV. The value obtained for the LUMO energy is -4.649 eV. The energy above the lowest of the compared OMol25 structures with the same formula, charge and spin comes out at 40.7 kcal/mol. As for the charge: +1. The value obtained for the electronic energy is -285.65741 Eh.



# 4
C4H6NO3 | ωB97M-V/def2-TZVPD

Structure (XYZ):
```
14
Properties=species:S:1:pos:R:3:mulliken_charge:R:1
C -0.56 2.79 -0.71 -1.09
C 0.69 1.93 -0.60 -0.33
C 0.49 0.62 0.15 0.52
O 1.26 0.32 1.05 -0.66
N -0.30 -0.31 -0.45 -0.15
C -0.45 -1.70 0.15 0.48
O -1.19 -1.77 1.14 -0.70
O 0.14 -2.56 -0.50 -0.71
H -0.97 2.94 0.29 0.31
H -1.36 2.29 -1.27 0.29
H -0.38 3.69 -1.29 0.32
H 1.52 2.44 -0.11 0.25
H 0.98 1.61 -1.58 0.24
H -1.16 -0.01 -0.90 0.21
```

The HOMO-LUMO gap is 0.2826 hartree. The highest occupied orbital energy comes out at -4.15 eV. The value obtained for the LUMO energy is 3.544 eV. As for the SMILES: CCC(=O)NC(=O)[O-]. The energy above the lowest of the compared OMol25 structures with the same formula, charge and spin comes out at 11.9 kcal/mol. As for the charge: -1. The value obtained for the electronic energy is -436.58015 Eh.



# 5
C4H6NO3 | ωB97M-V/def2-TZVPD

Structure (XYZ):
```
14
Properties=species:S:1:pos:R:3:mulliken_charge:R:1
O 2.22 0.05 -1.44 -0.73
C 2.23 -0.63 -0.39 0.49
O 3.11 -1.38 0.06 -0.74
C 0.94 -0.50 0.48 -0.64
C -0.25 0.01 -0.29 -0.43
C -1.49 0.27 0.57 0.56
N -2.59 0.88 -0.21 -0.76
O -1.54 0.02 1.74 -0.51
H 1.15 0.19 1.30 0.23
H 0.76 -1.48 0.93 0.25
H 0.05 0.92 -0.83 0.41
H -0.52 -0.73 -1.05 0.29
H -2.24 0.83 -1.16 0.35
H -1.84 1.53 0.29 0.23
```

The HOMO-LUMO gap is 0.2839 hartree. The highest occupied orbital energy comes out at -4.23 eV. The value obtained for the LUMO energy is 3.495 eV. The energy above the lowest of the compared OMol25 structures with the same formula, charge and spin comes out at 55.5 kcal/mol. As for the charge: -1. The value obtained for the electronic energy is -436.51074 Eh.



# 6
C4H6NO3 | ωB97M-V/def2-TZVPD

Structure (XYZ):
```
14
Properties=species:S:1:pos:R:3:mulliken_charge:R:1
N -0.13 0.34 1.80 -0.29
C 0.02 0.50 0.46 0.37
C -0.27 1.85 -0.21 -0.12
O 0.18 2.92 0.08 -0.34
C 0.49 -0.69 -0.38 0.33
O 0.56 -1.79 0.47 -0.55
C -0.61 -0.89 -1.52 -0.09
O -0.98 -0.03 -2.24 -0.38
H 0.01 -0.58 2.22 0.28
H -0.18 1.18 2.44 0.32
H -1.08 1.74 -1.04 0.36
H 1.53 -0.47 -0.95 0.40
H 1.42 -2.17 0.38 0.35
H -0.96 -1.92 -1.50 0.37
```

The HOMO-LUMO gap is 0.3201 hartree. The highest occupied orbital energy comes out at -14.93 eV. The value obtained for the LUMO energy is -6.225 eV. As for the SMILES: [NH2+]=C(C=O)[C@@H](O)C=O. The energy above the lowest of the compared OMol25 structures with the same formula, charge and spin comes out at 47.5 kcal/mol. As for the charge: +1. The value obtained for the electronic energy is -436.15681 Eh.



# 7
C4H6NOPS | ωB97M-V/def2-TZVPD

Structure (XYZ):
```
14
Properties=species:S:1:pos:R:3:mulliken_charge:R:1
C -0.12 -2.05 0.10 -0.80
C -0.59 -0.82 0.01 0.43
S -2.33 -0.56 -0.06 -0.13
C -2.01 1.11 0.05 -0.32
C -0.69 1.42 0.19 -0.47
N 0.17 0.32 0.16 0.15
P 1.81 0.33 -0.08 0.34
O 2.43 -0.97 0.06 -0.59
H -0.91 -2.80 0.17 0.23
H 0.87 -2.28 -0.31 0.33
H -2.80 1.78 -0.06 0.43
H -0.29 2.47 0.22 0.30
H 2.40 1.30 0.84 0.06
H 2.06 0.77 -1.29 0.05
```

The HOMO-LUMO gap is 0.2949 hartree. The highest occupied orbital energy comes out at -7.34 eV. The value obtained for the LUMO energy is 0.688 eV. As for the SMILES: C=C1SC=CN1[PH2]=O. The energy above the lowest of the compared OMol25 structures with the same formula, charge and spin comes out at 28.0 kcal/mol. The value obtained for the electronic energy is -1025.49501 Eh.



# 8
C4H6NP | ωB97M-V/def2-TZVPD

Structure (XYZ):
```
12
Properties=species:S:1:pos:R:3:mulliken_charge:R:1
C 1.40 0.21 -0.73 -0.31
C 0.36 -0.45 1.73 0.30
C 0.00 0.56 -1.31 -0.12
C -1.16 0.15 -0.51 -0.92
N 0.02 -1.03 2.79 -0.50
P 1.85 -0.12 0.87 -0.18
H 2.19 0.33 -1.40 0.38
H -0.09 1.62 -1.35 0.27
H -0.23 -0.04 -2.27 0.21
H -1.40 -0.93 -0.50 0.34
H -1.99 0.91 -0.42 0.26
H -0.95 -1.23 3.09 0.27
```

The HOMO-LUMO gap (spin up / spin down) is 0.2756 / 0.2426 hartree. The highest occupied orbital energy (spin up / spin down) comes out at -7.86 / -7.01 eV. The value obtained for the LUMO energy (spin up / spin down) is -0.364 / -0.407 eV. The energy above the lowest of the compared OMol25 structures with the same formula, charge and spin comes out at 99.0 kcal/mol. The value obtained for the electronic energy is -551.93258 Eh.



# 9
C4H6NP | ωB97M-V/def2-TZVPD

Structure (XYZ):
```
12
Properties=species:S:1:pos:R:3:mulliken_charge:R:1
C -0.14 -1.07 -0.15 -0.48
C -1.57 -1.16 -0.02 -0.20
C 0.28 0.21 -0.06 0.61
C 1.68 0.70 -0.20 -1.10
N -2.23 -0.06 0.10 -0.53
P -1.21 1.27 -0.07 -0.06
H 0.49 -1.94 -0.25 0.35
H -2.11 -2.10 -0.01 0.39
H 1.84 1.05 -1.22 0.28
H 2.39 -0.10 0.01 0.32
H 1.87 1.54 0.47 0.33
H -1.29 1.67 1.41 0.09
```

The HOMO-LUMO gap is 0.3591 hartree. The highest occupied orbital energy comes out at -9.46 eV. The value obtained for the LUMO energy is 0.314 eV. The energy above the lowest of the compared OMol25 structures with the same formula, charge and spin comes out at 0.0 kcal/mol. The value obtained for the electronic energy is -552.09038 Eh.



# 10
C4H6NP | ωB97M-V/def2-TZVPD

Structure (XYZ):
```
12
Properties=species:S:1:pos:R:3:mulliken_charge:R:1
C 0.00 1.55 0.05 -0.07
C 1.32 -0.70 0.00 0.24
C -1.22 0.60 0.09 -0.46
C -0.82 -0.83 -0.19 -0.89
N 2.00 -1.75 0.15 -0.51
P 1.59 1.14 -0.02 -0.24
H -0.48 2.61 0.07 0.27
H -1.57 0.79 1.04 0.34
H -1.82 0.86 -0.70 0.33
H -1.17 -0.99 -1.17 0.30
H -0.89 -1.55 0.50 0.40
H 3.05 -1.72 0.18 0.27
```

The HOMO-LUMO gap is 0.3027 hartree. The highest occupied orbital energy comes out at -8.14 eV. The value obtained for the LUMO energy is 0.100 eV. The energy above the lowest of the compared OMol25 structures with the same formula, charge and spin comes out at 71.7 kcal/mol. The value obtained for the electronic energy is -551.97611 Eh.



# 11
C4H6NS | ωB97M-V/def2-TZVPD

Structure (XYZ):
```
12
Properties=species:S:1:pos:R:3:mulliken_charge:R:1
C -1.75 1.61 -0.05 -0.88
C -0.56 0.94 0.08 0.47
N 0.47 0.45 0.15 0.21
C 1.70 -0.07 0.00 0.30
C 1.84 -1.48 0.09 -1.07
S 2.90 1.05 -0.10 -0.07
H -2.29 0.67 -0.37 0.28
H -1.94 2.45 -0.68 0.37
H -2.02 1.96 0.94 0.31
H 2.75 -1.78 0.53 0.37
H 1.83 -2.05 -0.82 0.31
H 1.18 -1.83 0.77 0.40
```

The HOMO-LUMO gap is 0.2833 hartree. The highest occupied orbital energy comes out at -13.71 eV. The value obtained for the LUMO energy is -6.001 eV. As for the SMILES: CC#[N+]C(C)=S. The energy above the lowest of the compared OMol25 structures with the same formula, charge and spin comes out at 38.5 kcal/mol. As for the charge: +1. The value obtained for the electronic energy is -608.60186 Eh.



# 12
C4H6NS | ωB97M-V/def2-TZVPD

Structure (XYZ):
```
12
Properties=species:S:1:pos:R:3:mulliken_charge:R:1
C -0.75 0.29 -1.59 -0.54
C -0.37 -1.05 -0.95 -0.53
C -0.11 0.23 -0.31 0.70
N 0.49 0.80 0.60 0.08
C 0.85 0.33 1.91 -0.47
S 1.02 2.12 1.49 0.09
H -1.90 0.54 -1.68 0.25
H -0.24 0.48 -2.47 0.27
H 0.50 -1.60 -1.21 0.27
H -1.06 -1.89 -0.43 0.27
H -0.12 0.05 2.35 0.29
H 1.67 -0.28 2.30 0.32
```

The HOMO-LUMO gap is 0.3685 hartree. The highest occupied orbital energy comes out at -14.61 eV. The value obtained for the LUMO energy is -4.584 eV. As for the SMILES: C1CC1=[N+]1CS1. The energy above the lowest of the compared OMol25 structures with the same formula, charge and spin comes out at 77.2 kcal/mol. As for the charge: +1. The value obtained for the electronic energy is -608.54033 Eh.